ORCA calculation (ωB97M-V/def2-TZVPD) on a cluster of 2 separate species, C5H12 in total.

Energy relative to the best compared isomer or geometry (same formula, charge and spin): 47.4 kcal/mol
SMILES: C=CC.CC
Frontier orbital gap: 10.32 eV
LUMO energy: 0.99 eV

```
17
Properties=species:S:1:pos:R:3:forces:R:3:lowdin_charge:R:1
C 2.42789 -2.37560 -2.63247 -1.3 2.4 0.1 -0.140
C 1.58030 -1.77997 -1.41869 1.8 -0.7 1.0 -0.158
H 3.11272 -3.17322 -2.46946 0.2 -0.9 1.0 0.036
H 1.71845 -2.70603 -3.39608 0.3 0.1 -0.1 0.053
H 3.09560 -1.57911 -3.03589 -0.8 -0.3 0.0 0.064
H 0.80978 -1.04494 -1.57311 0.1 0.5 -1.1 0.044
H 2.22513 -1.35333 -0.60977 -0.2 -0.2 -0.8 0.065
H 1.02792 -2.51871 -0.86644 -0.1 -1.0 0.0 0.037
C -1.59955 0.86667 2.17934 0.0 -2.2 1.9 -0.166
C -2.19424 1.92900 1.37721 1.5 0.5 -1.0 -0.288
C -1.74304 3.18719 1.50626 -1.3 -0.1 -1.0 -0.030
H -2.32043 0.73375 3.02509 0.8 -0.5 -0.2 0.083
H -0.58734 1.08824 2.58902 -0.8 0.1 -0.2 0.079
H -1.50448 -0.14392 1.67062 -0.3 1.3 0.4 0.087
H -2.82392 1.51087 0.57595 0.1 1.0 0.1 0.100
H -2.04631 3.84922 0.65666 0.3 0.1 1.4 0.059
H -1.17848 3.50986 2.42178 -0.3 -0.3 -1.4 0.077
```
Forces are in eV/Å.

ORCA calculation (ωB97M-V/def2-TZVPD) on a structure of composition C26H41N3O2PtS.

Energy relative to the best compared isomer or geometry (same formula, charge and spin): 38.8 kcal/mol
Frontier orbital gap: 7.21 eV
LUMO energy: 0.27 eV

```
74
Properties=species:S:1:pos:R:3:forces:R:3:lowdin_charge:R:1
Pt 0.47270 -0.93952 0.55499 1.0 1.0 0.8 0.952
N 1.79535 -5.13427 0.04878 0.0 -0.1 0.0 0.174
C 1.39158 -3.87185 0.30571 0.0 0.3 -0.1 -0.540
O 1.11831 -3.09326 -0.60041 -0.1 -0.4 0.0 -0.025
C 1.26673 -3.46552 1.75711 0.0 0.0 0.0 -0.173
C 1.51941 -1.96677 1.93727 0.2 -0.2 -0.4 -0.279
H 1.80256 -5.45392 -0.90449 0.0 0.0 0.0 0.112
H 1.98952 -5.78294 0.78885 0.0 0.0 0.0 0.101
H 1.91917 -4.07030 2.39737 0.0 0.0 0.0 0.113
H 0.23717 -3.70952 2.04101 0.0 0.0 0.0 0.108
H 2.58527 -1.73621 1.88755 0.0 -0.1 0.1 0.038
H 1.15904 -1.65187 2.92210 0.0 0.1 -0.1 0.058
C -1.53868 0.05598 3.53623 0.0 0.1 0.0 -0.062
C -2.61275 -0.53176 2.62057 -0.1 0.0 0.1 -0.360
C -2.18924 -1.87590 2.03383 -0.1 -0.1 0.2 -0.060
C -3.15132 0.40036 1.54692 0.0 0.1 0.0 -0.133
C -4.53106 0.53785 1.46104 0.0 0.0 0.1 -0.040
C -5.12274 1.35857 0.51874 -0.1 0.0 0.0 -0.077
C -4.32568 2.05714 -0.36451 0.0 0.0 0.0 -0.044
C -2.93946 1.95111 -0.33089 0.0 -0.1 0.1 -0.149
C -2.13595 2.74035 -1.34463 0.1 0.0 0.0 -0.379
C -2.65967 2.56173 -2.77096 0.0 0.0 -0.1 -0.075
C -2.11502 4.23502 -1.00528 0.0 0.0 0.0 -0.055
C -2.34849 1.11612 0.63981 -0.1 -0.1 -0.1 -0.173
N -0.94354 0.92191 0.65817 0.1 0.5 -0.5 -0.011
C -0.18175 1.91896 0.98963 -0.1 -0.4 0.0 -0.107
C 1.23423 1.84252 0.93496 0.0 0.1 0.0 -0.321
C 2.16785 2.86536 1.11511 -0.1 -0.1 0.0 -0.038
C 3.39760 2.33206 0.75127 -0.1 0.0 -0.1 -0.053
C 3.17715 1.00016 0.35659 0.1 -0.1 0.0 -0.255
N 1.87300 0.69818 0.49260 -0.8 -0.4 0.3 0.008
C 4.25271 0.11465 -0.23983 0.1 0.0 0.0 -0.542
C 5.39239 -0.06781 0.77151 0.0 0.0 0.0 -0.044
C 3.74851 -1.25489 -0.67049 0.0 0.0 -0.1 -0.064
C 4.80157 0.82906 -1.48740 0.0 0.0 0.0 -0.047
H -1.40674 -0.59168 4.40526 0.0 0.0 0.0 0.079
H -1.83211 1.04380 3.89596 0.0 0.0 0.0 0.085
H -0.57615 0.14961 3.03824 0.1 0.0 0.0 0.044
H -3.47462 -0.73329 3.27004 0.1 0.0 -0.1 0.125
H -1.34861 -1.76744 1.33337 0.0 0.0 0.0 0.004
H -3.00359 -2.33101 1.47041 0.1 0.0 -0.1 0.090
H -1.88854 -2.55915 2.83102 0.1 0.0 0.0 0.082
H -5.15108 -0.00994 2.16100 0.0 0.0 0.0 0.110
H -6.19952 1.45254 0.47613 0.0 0.0 0.0 0.101
H -4.78849 2.70181 -1.10019 0.0 0.0 0.0 0.108
H -1.11007 2.37279 -1.32752 0.1 0.0 0.0 0.115
H -3.63651 3.02843 -2.90198 0.0 0.0 0.0 0.072
H -2.75752 1.50834 -3.03288 0.0 0.0 0.0 0.043
H -1.97868 3.03755 -3.47833 0.0 0.0 0.0 0.082
H -3.11777 4.65591 -1.10488 0.0 0.0 0.0 0.080
H -1.45535 4.77239 -1.68840 0.0 0.0 0.0 0.081
H -1.78112 4.42884 0.01217 0.1 0.0 0.1 0.069
H -0.62298 2.85776 1.32221 0.0 0.1 0.0 0.137
H 1.95046 3.87311 1.43253 0.0 0.0 0.0 0.101
H 4.34545 2.84432 0.73384 0.0 0.0 0.0 0.098
H 5.03151 -0.55638 1.67801 0.0 0.0 0.0 0.083
H 5.82534 0.89078 1.05719 0.0 0.0 0.0 0.078
H 6.18461 -0.68389 0.34095 0.0 0.0 0.0 0.083
H 3.43139 -1.85516 0.17334 0.0 -0.1 0.0 0.044
H 4.55575 -1.78983 -1.17547 0.0 0.0 0.0 0.090
H 2.90401 -1.18157 -1.35417 -0.1 0.0 0.0 0.072
H 5.19020 1.81666 -1.24192 0.0 0.0 0.0 0.075
H 4.01635 0.95278 -2.23446 0.0 0.0 0.0 0.088
H 5.60872 0.24272 -1.93121 0.0 0.0 0.0 0.082
C -2.33507 -2.03743 -3.65204 -0.1 0.1 0.1 -0.248
S -1.91564 -1.01380 -2.21802 0.2 -0.2 -0.4 0.820
C -0.29606 -0.51307 -2.83637 -0.1 0.1 0.0 -0.254
O -1.65098 -1.97840 -1.11694 -0.2 -0.1 0.2 -0.570
H -1.57000 -2.79990 -3.78721 0.1 0.0 0.1 0.058
H -2.42821 -1.41452 -4.53981 0.0 0.0 0.0 0.052
H -3.29055 -2.50792 -3.43213 0.0 0.0 0.0 0.049
H -0.40859 0.04396 -3.76715 0.0 0.0 0.0 0.058
H 0.31336 -1.40512 -2.97620 0.0 0.0 0.0 0.057
H 0.16087 0.12463 -2.08321 0.0 0.1 0.1 0.020
```
Forces are in eV/Å.

ORCA calculation (ωB97M-V/def2-TZVPD) on a cluster of 2 separate species, C3H7NO in total.

Energy relative to the best compared isomer or geometry (same formula, charge and spin): 58.0 kcal/mol
SMILES: C=CN=C.O
Frontier orbital gap: 10.17 eV
LUMO energy: 0.58 eV

```
12
Properties=species:S:1:pos:R:3:forces:R:3:lowdin_charge:R:1
C 1.24716 0.10493 -0.26168 0.2 0.6 0.4 -0.267
C 1.05941 0.66224 0.95228 0.0 0.2 -0.4 -0.013
C -0.15332 -1.73954 -0.20357 0.8 1.5 0.2 -0.027
N 0.30759 -0.75239 -0.90454 0.0 -2.0 0.8 -0.053
H 2.17522 0.29115 -0.90381 -1.5 -0.2 1.1 0.121
H 0.12398 0.53998 1.56665 1.1 0.1 -0.9 0.076
H 1.84235 1.33753 1.33068 -0.5 -0.4 -0.1 0.052
H -0.68570 -2.57713 -0.64346 -0.4 0.4 -0.3 0.066
H -0.01763 -1.79512 0.90924 0.3 -0.1 -0.9 0.089
H -2.47081 1.83360 -0.86837 -0.8 1.5 -1.4 -0.004
H -1.30196 0.87834 -0.70049 -1.0 0.3 0.5 0.017
O -2.12629 1.21642 -0.27293 1.8 -1.8 0.9 -0.058
```
Forces are in eV/Å.

ORCA calculation (ωB97M-V/def2-TZVPD) on a cluster of 2 separate species, C6H11NO2 in total.

Energy relative to the best compared isomer or geometry (same formula, charge and spin): 98.1 kcal/mol
SMILES: C=C(O)OC.C=C=CN
Frontier orbital gap: 8.73 eV
LUMO energy: 0.79 eV

```
20
Properties=species:S:1:pos:R:3:forces:R:3:lowdin_charge:R:1
C -1.28518 0.95507 -0.27540 -2.2 -0.6 0.3 -0.256
C 1.14621 -1.97624 -0.47926 -0.2 0.3 -0.3 -0.079
C -1.80519 -0.12875 0.28625 0.4 1.5 -0.8 -0.108
C 1.28054 0.39303 0.08990 2.4 -2.2 0.5 -0.494
N -1.22698 2.22119 0.33912 0.6 0.0 0.1 0.045
C -2.48129 -1.12461 0.76982 0.2 -0.5 0.2 -0.007
C 1.74227 0.81911 -1.09077 -0.8 0.0 0.3 0.059
O 0.92877 -0.92239 0.43421 0.2 1.8 0.2 -0.123
O 1.56395 1.08813 1.22693 -0.8 0.1 -0.3 0.064
H 1.21547 0.59698 1.98185 0.0 -0.1 -0.1 0.120
H -1.22905 0.99728 -1.35797 0.2 -0.1 0.1 0.119
H -0.42240 2.74886 0.02293 0.0 0.0 0.1 0.073
H -1.20864 2.15638 1.34916 0.0 0.1 -0.1 0.083
H 0.83933 -2.88433 0.03775 0.1 0.1 -0.1 0.093
H 0.52221 -1.83966 -1.36617 0.0 -0.1 -0.1 0.092
H 2.20000 -2.02942 -0.76590 0.0 0.0 0.0 0.097
H -2.00571 -2.05461 1.05391 0.1 0.0 0.3 0.045
H -3.55488 -1.07859 0.90480 -0.1 0.0 -0.2 0.052
H 1.60313 0.26474 -1.99766 0.0 -0.3 -0.1 0.059
H 2.17747 1.79782 -1.16349 0.0 0.2 0.1 0.066
```
Forces are in eV/Å.

ORCA calculation (ωB97M-V/def2-TZVPD) on a structure of composition C23H15LiN2OS4Se.

Energy relative to the best compared isomer or geometry (same formula, charge and spin): 1.5 kcal/mol
Frontier orbital gap: 4.94 eV
Charge: -2
LUMO energy: 4.18 eV

```
47
Properties=species:S:1:pos:R:3:forces:R:3:lowdin_charge:R:1
Li 2.02977 0.68106 -0.07784 -0.2 0.2 0.1 0.354
O 8.34398 3.30777 0.66035 0.0 0.0 0.0 -0.145
C 7.24610 2.79375 0.54354 0.0 0.0 0.0 -1.091
S 6.07898 2.62609 1.84735 0.0 0.0 0.0 0.884
C 4.79111 1.80032 0.95442 0.0 0.0 0.1 -1.254
C 5.04866 1.56689 -0.34996 0.1 0.0 -0.1 -1.227
S 4.01599 0.76734 -1.50532 0.0 0.0 -0.1 0.302
S 6.61861 2.11690 -0.95223 0.0 0.0 0.0 0.882
S 3.37546 1.38531 1.86738 -0.1 0.0 0.0 0.311
C -4.78604 0.60231 2.42357 0.0 0.0 0.0 -0.139
C -3.69180 0.32338 3.23208 0.0 0.0 0.0 -0.122
C -2.40585 0.44380 2.73072 0.0 0.0 0.0 -0.062
C -2.15024 0.84348 1.40960 0.0 0.0 0.0 -0.204
C -3.27040 1.12344 0.61188 0.0 0.0 0.0 -0.025
C -4.55862 1.00325 1.11326 0.0 0.0 0.0 -0.111
C -0.73548 0.91359 0.97515 0.1 0.0 0.0 -0.176
C -0.17773 1.14339 -0.22714 -0.1 -0.1 0.0 -0.112
C -0.95567 1.42588 -1.41342 0.1 0.0 0.0 -0.311
C -1.25606 2.74630 -1.80356 0.0 0.0 0.0 -0.069
C -1.98391 3.01418 -2.94979 0.0 0.0 0.0 -0.128
C -2.43039 1.98402 -3.77296 0.0 0.0 0.0 -0.149
C -2.11133 0.67539 -3.42444 0.0 0.0 0.0 -0.126
C -1.38303 0.40057 -2.27958 0.0 0.0 0.0 -0.065
H -5.79600 0.50965 2.80603 0.0 0.0 0.0 0.080
H -3.83760 0.00965 4.26016 0.0 0.0 0.0 0.087
H -1.55776 0.22321 3.36982 0.0 0.0 0.0 0.103
H -3.13821 1.44033 -0.41122 0.0 0.0 0.0 0.094
H -5.39794 1.22839 0.46402 0.0 0.0 0.0 0.090
H -0.06337 0.70482 1.81291 0.0 0.0 0.0 0.070
H -0.90961 3.55862 -1.17547 0.0 0.0 0.0 0.107
H -2.20506 4.04504 -3.20755 0.0 0.0 0.0 0.085
H -2.99473 2.19824 -4.67281 0.0 0.0 0.0 0.074
H -2.43253 -0.14628 -4.05660 0.0 0.0 0.0 0.086
H -1.13822 -0.62620 -2.03055 0.0 0.0 0.0 0.101
Se 3.87791 -1.90189 -0.17759 -0.1 -0.1 -0.1 1.063
N 2.17152 -1.43369 -0.00469 0.1 -0.1 -0.1 -0.287
C 1.45599 -2.53545 0.14812 0.0 0.0 0.1 -0.376
C 0.03950 -2.55531 0.33030 0.0 0.0 0.0 -0.014
C -0.58372 -3.75503 0.45549 0.0 0.0 0.0 -0.097
C 0.14528 -4.98624 0.41310 0.0 0.0 0.0 -0.115
C 1.49349 -5.00721 0.25045 0.0 0.0 0.0 -0.054
C 2.19693 -3.77066 0.12617 0.0 0.1 0.0 -0.421
N 3.50714 -3.64406 -0.01031 0.1 0.0 0.1 -0.256
H -0.48310 -1.60688 0.36380 0.0 0.0 0.0 0.089
H -1.65771 -3.79183 0.59352 0.0 0.0 0.0 0.094
H -0.40325 -5.91545 0.51830 0.0 0.0 0.0 0.086
H 2.05896 -5.93023 0.22157 0.0 0.0 0.0 0.098
```
Forces are in eV/Å.

ORCA calculation (ωB97M-V/def2-TZVPD) on a cluster of 4 separate species, C18H25F9O9PS in total.

Frontier orbital gap: 8.65 eV
Charge: +1
LUMO energy: -4.41 eV

```
63
Properties=species:S:1:pos:R:3:forces:R:3:lowdin_charge:R:1
C 3.26405 1.73564 3.82364 -0.4 -0.1 -0.4 0.175
C 2.29976 1.46689 3.15790 0.7 -0.1 0.6 -0.436
S 1.02043 1.13885 2.14837 -0.6 0.4 -0.5 1.005
C -0.29466 0.41200 3.19463 -0.1 -0.2 -0.1 -0.297
C -1.38947 1.45252 3.31512 0.2 0.1 0.0 -0.238
O -1.78772 1.78479 2.00065 0.2 0.2 0.2 -0.060
C -3.13663 1.82350 1.65505 0.3 -0.6 0.2 -0.482
C -3.92387 0.61316 2.02637 -0.2 0.0 0.6 0.029
O -3.51575 2.72930 1.00715 -0.3 0.7 -0.5 0.176
P 1.90548 -0.48089 0.88721 0.8 -0.4 0.1 0.664
O 3.34552 -0.43714 1.10445 0.2 0.0 0.2 -0.395
H 4.12496 1.97997 4.40035 0.1 0.0 0.1 0.070
H -0.66508 -0.44204 2.62621 0.0 -0.1 0.1 0.071
H 0.13509 0.09701 4.14031 0.1 0.0 0.0 0.118
H -1.01294 2.35187 3.80643 0.0 0.1 0.0 0.139
H -2.19110 1.05284 3.93300 -0.1 -0.1 0.0 0.135
H -3.96991 -0.05607 1.17053 0.0 0.0 -0.1 0.112
H -4.92921 0.91639 2.30520 -0.1 0.0 -0.2 0.112
H -3.49662 0.07518 2.86579 0.0 -0.1 -0.1 0.042
H 1.24748 -1.64175 1.31751 -0.4 0.1 0.0 0.022
H 1.44579 -0.12138 -0.38361 -0.4 0.1 0.0 0.027
C 4.53324 -0.23622 -1.59028 0.2 -0.1 -0.2 -0.082
C 4.81352 0.26718 -2.98931 -0.2 0.2 0.1 -0.184
O 5.54004 -0.71506 -3.75190 -0.1 0.0 -0.1 0.040
C 4.80249 -1.68205 -4.27797 0.0 0.0 0.0 -0.397
O 3.62064 -1.83043 -4.16500 0.0 0.0 0.0 0.162
C 5.69292 -2.62436 -5.12081 -0.1 0.1 0.1 -0.558
F 6.83085 -2.90289 -4.48303 0.0 -0.1 0.0 0.174
F 5.98612 -2.03114 -6.28134 0.1 0.0 -0.1 0.177
F 5.04900 -3.75689 -5.36551 0.0 -0.1 -0.1 0.180
H 5.46457 -0.51746 -1.09899 0.0 0.1 0.1 0.093
H 4.06297 0.54102 -0.99431 0.0 0.1 0.0 0.057
H 3.89516 -1.12032 -1.60668 -0.1 0.1 -0.1 0.069
H 5.45075 1.14780 -2.97380 0.1 -0.1 0.0 0.130
H 3.89518 0.52450 -3.51619 0.0 -0.1 0.0 0.123
C -2.27475 4.69084 -1.13777 0.1 -0.1 -0.1 -0.067
C -1.84287 5.18763 -2.49731 -0.2 0.2 0.2 -0.179
O -0.80180 4.33056 -3.02618 0.0 0.0 -0.2 0.031
C -1.20009 3.21344 -3.60806 0.0 0.0 0.1 -0.409
O -2.31838 2.82578 -3.77025 0.0 0.0 0.0 0.176
C 0.03504 2.42105 -4.09846 -0.2 0.1 0.0 -0.552
F 1.00118 2.40971 -3.16333 0.1 -0.1 0.0 0.142
F 0.52819 2.98065 -5.20324 0.1 0.0 0.0 0.181
F -0.29897 1.16448 -4.36151 0.1 -0.1 0.0 0.175
H -1.41475 4.60829 -0.47192 0.0 0.1 0.0 0.082
H -2.99459 5.37506 -0.69127 0.0 0.0 0.0 0.090
H -2.74183 3.71205 -1.21225 -0.1 0.0 0.0 0.062
H -1.38877 6.17393 -2.44412 0.1 0.0 0.0 0.127
H -2.67531 5.23295 -3.19714 0.0 -0.1 -0.1 0.128
C -1.35241 -5.46899 2.46569 -0.1 0.1 0.1 -0.053
C -2.30260 -4.74704 1.53895 0.2 -0.2 -0.2 -0.177
O -3.41443 -4.17706 2.27468 0.1 0.1 0.1 0.057
C -3.22624 -3.01375 2.84610 -0.2 -0.1 0.0 -0.396
O -2.24005 -2.32378 2.82799 0.1 0.0 -0.1 0.125
C -4.53209 -2.56093 3.54291 0.2 0.1 -0.1 -0.553
F -5.12031 -3.54467 4.20333 0.0 0.0 0.0 0.201
F -5.36362 -2.08776 2.60478 -0.1 -0.1 0.0 0.172
F -4.26452 -1.56605 4.39220 0.0 0.0 0.1 0.159
H -1.88260 -6.22913 3.03796 0.0 0.0 0.0 0.090
H -0.57018 -5.95416 1.88372 0.0 0.0 0.0 0.088
H -0.88457 -4.77877 3.16729 0.0 0.0 0.0 0.076
H -2.76580 -5.43087 0.83325 -0.1 0.0 0.0 0.132
H -1.80592 -3.95778 0.97681 0.0 0.1 0.1 0.119
```
Forces are in eV/Å.

Copy entry 3 word for word.
ORCA calculation (ωB97M-V/def2-TZVPD) on a cluster of 2 separate species, C3H7NO in total.

Energy relative to the best compared isomer or geometry (same formula, charge and spin): 58.0 kcal/mol
SMILES: C=CN=C.O
Frontier orbital gap: 10.17 eV
LUMO energy: 0.58 eV

```
12
Properties=species:S:1:pos:R:3:forces:R:3:lowdin_charge:R:1
C 1.24716 0.10493 -0.26168 0.2 0.6 0.4 -0.267
C 1.05941 0.66224 0.95228 0.0 0.2 -0.4 -0.013
C -0.15332 -1.73954 -0.20357 0.8 1.5 0.2 -0.027
N 0.30759 -0.75239 -0.90454 0.0 -2.0 0.8 -0.053
H 2.17522 0.29115 -0.90381 -1.5 -0.2 1.1 0.121
H 0.12398 0.53998 1.56665 1.1 0.1 -0.9 0.076
H 1.84235 1.33753 1.33068 -0.5 -0.4 -0.1 0.052
H -0.68570 -2.57713 -0.64346 -0.4 0.4 -0.3 0.066
H -0.01763 -1.79512 0.90924 0.3 -0.1 -0.9 0.089
H -2.47081 1.83360 -0.86837 -0.8 1.5 -1.4 -0.004
H -1.30196 0.87834 -0.70049 -1.0 0.3 0.5 0.017
O -2.12629 1.21642 -0.27293 1.8 -1.8 0.9 -0.058
```
Forces are in eV/Å.